C9H26BrF3FeN10O7 | wB97M-V/def2-TZVPD

Cartesian coordinates (Å):
Fe  25.2911  2.9174  10.1843
Br  23.2826  1.5107  9.9714
C  27.7169  5.3258  10.4528
O  28.5506  5.5335  9.3170
O  26.9499  4.1223  10.2914
C  28.6245  5.4924  11.7044
F  29.5159  6.4850  11.7876
F  27.8602  5.6045  12.7447
F  29.3795  4.3817  11.8104
C  28.2288  6.5035  8.3797
C  29.3191  6.4142  7.3608
H  30.2856  6.5116  7.8554
H  29.3403  5.5135  6.7474
H  29.2169  7.1852  6.5972
H  28.2758  7.5280  8.7490
H  27.2674  6.4932  7.8663
H  27.1083  6.2297  10.4786
C  25.5992  3.9048  7.0575
O  25.2851  3.5496  8.1719
N  24.7218  4.3229  6.1836
N  26.8136  4.1857  6.6203
H  25.0654  4.6486  5.2915
H  23.7534  4.1148  6.3811
H  27.6624  3.8924  7.0824
H  26.9131  4.5141  5.6704
C  23.1207  5.3245  10.3895
O  24.0800  4.6604  10.0186
N  21.9323  4.8349  10.5611
N  23.0714  6.5753  10.6438
H  21.2186  5.5057  10.8074
H  21.8598  3.8335  10.6710
H  22.2109  6.9582  11.0085
H  23.8740  7.1624  10.8203
C  24.4500  3.7450  13.2170
O  24.8058  3.5136  12.1068
N  23.9137  2.8811  14.0714
N  24.4632  4.9452  13.7248
H  24.0191  1.8886  13.9168
H  23.5792  3.2770  14.9382
H  24.9532  5.5844  13.1154
H  24.0019  5.1767  14.5930
C  27.1293  0.8755  12.1649
O  26.2148  1.5135  11.5899
N  28.4244  0.9934  11.9038
N  27.0024  0.0382  13.1328
H  28.7574  1.7539  11.3285
H  29.0749  0.6058  12.5722
H  26.0774  -0.2337  13.4334
H  27.8407  -0.2696  13.6047
C  26.6804  0.4589  8.3848
O  26.3660  1.4635  9.0328
N  26.2511  -0.7379  8.6774
N  27.5998  0.5282  7.4771
H  26.4487  -1.3368  7.8884
H  25.5555  -0.8567  9.3999
H  28.0646  1.4121  7.3266
H  27.8511  -0.2246  6.8523

- Expectation value of S²: 8.76
- Calculated total energy: -5570.0753 Eh
- Orbital gap (alpha / beta): 9.5 / 7.9 eV
- Net charge: +1
- ΔE to the lowest compared entry with this formula, charge and spin: 75.8 kcal/mol
- Multiplicity: 6
- HOMO energy (alpha / beta): -0.41778 / -0.40899 Ha
- F_max: 0.128 Eh/bohr